Here is a 2-piece molecular cluster, C33H30Cl2N overall from the Open Molecules 2025 dataset. Energies are from ωB97M-V/def2-TZVPD.

Calculated values
- Charge: +1
- HOMO: -9.584 eV
- Relative energy (zero: lowest compared OMol25 entry of this formula, charge and spin): 17.25 kcal per mole
- HOMO-LUMO gap: 4.06 eV

```
66
C33H30Cl2N | the Open Molecules 2025 dataset | ωB97M-V/def2-TZVPD
Cl 3.78 0.99 -6.30
C 2.60 0.85 -5.07
C 2.81 1.49 -3.83
C 1.87 1.35 -2.82
C 0.70 0.55 -3.00
C -0.17 0.31 -1.88
C -1.19 -0.64 -1.85
C -2.21 -0.72 -0.88
C -3.54 -1.14 -1.23
C -4.71 -0.48 -0.75
C -5.98 -0.92 -1.12
C -6.10 -2.05 -1.95
Cl -7.64 -2.69 -2.31
C -4.96 -2.68 -2.49
C -3.70 -2.22 -2.13
C 0.48 -0.03 -4.29
C 1.43 0.11 -5.30
H 3.70 2.10 -3.68
H 2.02 1.82 -1.85
H -0.01 0.95 -1.01
H -1.25 -1.31 -2.71
H -2.12 -0.19 0.05
H -4.61 0.40 -0.11
H -6.88 -0.43 -0.77
H -5.06 -3.53 -3.16
H -2.80 -2.72 -2.50
H -0.43 -0.59 -4.47
H 1.27 -0.35 -6.28
C -0.22 3.11 3.34
C -0.69 1.90 2.55
C 0.44 1.09 2.01
C 1.79 1.54 2.05
C 2.83 0.73 1.49
C 2.51 -0.50 0.94
C 1.18 -1.00 0.95
C 0.90 -2.34 0.57
C -0.15 -3.10 1.09
C -0.29 -4.56 0.96
C -1.23 -5.01 1.90
C -1.78 -3.86 2.58
C -1.21 -2.70 2.02
C 0.18 -0.10 1.38
C 4.23 1.22 1.45
C 4.47 2.45 2.31
C 3.32 3.43 2.16
N 2.06 2.80 2.50
C 0.97 3.75 2.66
H -1.02 3.85 3.41
H 0.04 2.82 4.36
H -1.33 1.28 3.18
H -1.32 2.23 1.72
H 3.30 -1.13 0.51
H 1.62 -2.85 -0.07
H 0.28 -5.14 0.24
H -1.51 -6.05 2.10
H -2.50 -3.90 3.39
H -1.40 -1.69 2.36
H -0.86 -0.35 1.20
H 4.91 0.42 1.75
H 4.49 1.46 0.41
H 4.57 2.16 3.36
H 5.39 2.95 2.01
H 3.43 4.30 2.83
H 3.29 3.81 1.12
H 0.66 4.15 1.67
H 1.37 4.59 3.25
```


Here is C33H30CsIN8S as an isolated structure from the Open Molecules 2025 dataset. Energies are from ωB97M-V/def2-TZVPD.

Calculated values
- Charge: -2
- HOMO: -1.558 eV
- Relative energy (zero: lowest compared OMol25 entry of this formula, charge and spin): 0.00 kcal per mole
- HOMO-LUMO gap: 5.19 eV

```
74
C33H30CsIN8S | the Open Molecules 2025 dataset | ωB97M-V/def2-TZVPD
Cs -0.10 0.26 0.18
N 3.26 4.16 -0.36
C 1.99 4.06 0.16
S 0.67 4.23 -0.89
N 1.99 3.86 1.48
N 0.83 3.36 1.95
C 0.67 3.46 3.22
C -0.46 2.81 3.89
C -0.63 3.00 5.27
C -1.66 2.34 5.92
C -2.50 1.52 5.19
C -2.26 1.40 3.83
N -1.28 2.03 3.19
H 3.34 4.67 -1.22
H 3.99 4.30 0.33
H 1.39 4.00 3.84
H 0.05 3.65 5.81
H -1.80 2.47 6.99
H -3.31 0.97 5.65
H -2.89 0.77 3.21
C 1.80 -0.52 -3.51
N 1.97 -0.89 -2.12
C 2.20 -2.12 -1.89
C 2.41 -2.73 -0.60
C 2.69 -4.09 -0.39
C 2.84 -4.23 0.99
C 2.63 -2.95 1.52
N 2.37 -2.04 0.57
C 2.99 0.25 -4.04
C 3.45 0.05 -5.34
C 4.53 0.78 -5.84
C 5.16 1.71 -5.03
C 4.71 1.91 -3.73
C 3.64 1.19 -3.24
H 0.92 0.13 -3.59
H 1.61 -1.39 -4.16
H 2.22 -2.84 -2.73
H 2.78 -4.85 -1.15
H 3.06 -5.13 1.54
H 2.65 -2.66 2.57
H 2.96 -0.68 -5.97
H 4.87 0.61 -6.85
H 6.00 2.28 -5.41
H 5.20 2.64 -3.09
H 3.29 1.34 -2.23
I -4.67 0.87 0.58
C -5.00 0.62 -1.48
C -6.11 1.20 -2.02
C -6.40 1.00 -3.38
C -5.59 0.21 -4.14
C -4.45 -0.41 -3.58
C -3.64 -1.27 -4.37
C -2.54 -1.85 -3.80
C -2.18 -1.56 -2.46
C -2.90 -0.73 -1.62
C -4.08 -0.19 -2.22
H -6.77 1.80 -1.40
H -7.27 1.48 -3.82
H -5.82 0.04 -5.19
H -3.92 -1.46 -5.40
H -1.92 -2.53 -4.39
H -1.28 -2.04 -2.10
C 0.11 -2.37 6.31
N -0.36 -2.29 4.95
C -0.98 -3.29 4.23
C -1.27 -2.74 3.01
N -0.85 -1.44 2.98
C -0.32 -1.20 4.14
H 0.09 -3.40 6.64
H -0.53 -1.78 6.98
H 1.13 -2.00 6.38
H -1.12 -4.28 4.63
H -1.73 -3.20 2.16
H 0.11 -0.27 4.46
```


Here is C33H30F5GeIrNO7P2 as an isolated structure from the Open Molecules 2025 dataset. Energies are from ωB97M-V/def2-TZVPD.

Calculated values
- HOMO (spin up / spin down): -7.563 / -7.555 eV
- 2S+1: 2
- Relative energy (zero: lowest compared OMol25 entry of this formula, charge and spin): 87.12 kcal per mole
- HOMO-LUMO gap (spin up / spin down): 4.76 / 4.82 eV

```
80
C33H30F5GeIrNO7P2 | the Open Molecules 2025 dataset | ωB97M-V/def2-TZVPD
Ir 0.47 0.32 0.03
N -2.25 1.40 3.19
C -2.62 1.28 1.73
C -4.09 1.57 1.50
P -1.48 2.63 1.06
O -1.89 2.87 -0.45
O -1.80 3.75 1.98
O -0.08 2.04 1.20
P -1.98 -0.34 1.16
O -3.24 -1.29 1.46
O -1.68 -0.34 -0.32
O -0.81 -0.63 2.07
H -2.06 2.41 3.34
H -1.38 0.84 3.29
H -2.96 1.03 3.82
H -4.32 2.59 1.80
H -4.72 0.86 2.04
H -4.31 1.48 0.43
H -1.26 2.44 -1.09
H -3.08 -2.21 1.19
F 0.75 -0.67 -6.73
C 0.59 -0.16 -5.52
C 1.55 -0.58 -4.47
F 2.83 -0.61 -4.99
C 1.47 0.36 -3.33
F 2.45 0.18 -2.44
C 0.36 1.10 -2.95
O 0.18 1.60 -1.77
C -0.61 1.26 -3.98
F -1.69 1.99 -3.75
C -0.45 0.68 -5.25
F -1.34 0.95 -6.20
C 4.96 -4.16 -0.23
C 3.79 -4.70 0.29
C 2.58 -4.07 0.06
C 2.51 -2.88 -0.68
C 3.69 -2.36 -1.19
C 4.91 -2.99 -0.98
Ge 0.74 -1.97 -0.88
C 0.26 -1.97 -2.82
C 1.26 -2.10 -3.92
C 0.79 -2.93 -5.07
C -0.53 -2.99 -5.34
C -1.46 -2.38 -4.46
C -1.07 -1.96 -3.19
C -0.53 -3.33 -0.13
C -1.35 -4.14 -0.92
C -2.18 -5.08 -0.34
C -2.22 -5.24 1.04
C -1.38 -4.46 1.83
C -0.54 -3.52 1.25
H 5.91 -4.65 -0.05
H 3.82 -5.61 0.87
H 1.67 -4.51 0.46
H 3.68 -1.43 -1.75
H 5.82 -2.57 -1.38
H 2.23 -2.44 -3.56
H 1.53 -3.38 -5.71
H -0.88 -3.50 -6.22
H -2.51 -2.34 -4.74
H -1.83 -1.69 -2.46
H -1.33 -4.04 -1.99
H -2.81 -5.71 -0.97
H -2.87 -5.97 1.49
H -1.39 -4.59 2.91
H 0.11 -2.93 1.88
C 2.42 0.28 0.85
C 2.37 0.88 2.20
C 2.57 2.25 2.39
C 2.47 2.82 3.65
C 2.17 2.03 4.75
C 1.99 0.66 4.58
C 2.09 0.09 3.32
H 2.81 -0.74 0.87
H 3.00 0.89 0.14
H 2.79 2.87 1.53
H 2.62 3.88 3.77
H 2.08 2.47 5.73
H 1.77 0.04 5.44
H 1.94 -0.97 3.18
```


Short version: E = -61234.451; -66112.047; -142050.984 eV, in the order given.